Record 1
DFT (wB97M-V/def2-TZVPD) results for a 2-piece molecular cluster, C29H35N4O overall at a distorted geometry.

```
69
Properties=species:S:1:pos:R:3:forces:R:3:lowdin_charge:R:1
C 0.828667 -4.653205 -1.478718 0.056 0.204 -0.016 0.01
C -0.545781 -4.108246 -1.460700 -1.265 1.086 0.036 -0.37
N -0.879290 -2.829276 -1.549092 -2.709 -2.073 0.592 0.00
C -2.265755 -2.731825 -1.532997 0.030 -1.196 0.122 -0.05
C -2.781917 -4.001183 -1.416566 0.519 0.110 -0.064 -0.29
C -4.154829 -4.551187 -1.342657 -0.402 0.206 -0.017 -0.03
N -1.678558 -4.843550 -1.372458 -0.054 -0.860 0.023 0.15
H 1.521475 -3.799265 -1.547960 -0.042 -0.575 0.081 0.09
H 1.000618 -5.223280 -0.558184 0.265 0.042 -0.298 0.09
H 0.948981 -5.289085 -2.362939 0.225 0.007 0.266 0.09
H -2.811102 -1.788510 -1.635506 0.408 -0.448 0.110 0.13
H -4.849899 -3.706679 -1.339030 -0.037 -0.243 0.038 0.09
H -4.391396 -5.174678 -2.218108 0.068 0.094 0.335 0.09
H -4.303600 -5.126692 -0.416353 -0.020 0.112 -0.348 0.09
H -1.699955 -5.870103 -1.300788 -0.137 0.931 -0.062 0.19
C 2.502772 3.464129 2.948640 0.128 0.485 0.182 0.01
N 2.183152 2.120887 2.551239 -0.025 -0.884 0.941 -0.01
C 2.155620 1.111571 3.485041 -0.131 0.506 -0.327 -0.40
O 2.437412 1.201842 4.662558 -0.102 -0.152 -0.626 0.10
C 1.667606 -0.146253 2.770685 0.743 -0.085 0.071 -0.15
C 0.389759 -0.710508 3.374990 -0.090 0.272 0.411 -0.07
C -0.729073 0.305591 3.286256 -0.342 -0.159 0.114 -0.22
C -0.802577 1.348872 4.218804 0.087 -0.058 -0.046 -0.03
C -1.795232 2.321821 4.111491 0.011 -0.092 -0.152 -0.07
C -2.712072 2.261561 3.055246 0.028 -0.190 -0.019 -0.08
C -2.665657 1.200587 2.140988 0.033 0.017 0.151 -0.08
C -1.689723 0.212115 2.272574 0.213 0.224 0.109 -0.05
N 1.461498 0.321851 1.403933 -0.433 -0.790 -0.972 0.05
C 1.002050 -0.496368 0.459354 0.395 0.430 0.086 0.00
C 0.673037 -0.077630 -0.836812 -0.344 -0.365 -0.331 -0.05
C 0.306608 -0.974836 -1.845755 3.025 0.351 1.149 -0.01
C -0.066905 -0.612441 -3.180352 -0.486 0.823 -1.544 -0.19
C -0.396598 -1.565578 -4.179866 0.138 0.054 0.119 -0.01
C -0.562687 -1.191007 -5.515732 0.178 0.479 0.386 -0.05
C -0.356600 0.145793 -5.893790 0.186 -0.352 0.181 -0.05
C -0.062743 1.106406 -4.917663 -0.202 -0.153 -0.102 -0.07
C 0.002527 0.755283 -3.583122 0.075 -0.855 0.498 -0.01
C 1.714480 1.768718 1.224272 0.109 0.218 0.133 -0.34
C 0.468391 2.603919 0.837893 -0.139 -0.397 0.131 -0.09
C 1.027600 3.834873 0.123556 -0.336 0.457 0.015 -0.16
C 2.474352 3.517592 -0.301030 0.387 0.389 -0.257 -0.17
C 2.796628 2.096799 0.164107 -0.161 -0.351 0.136 -0.08
H 2.941353 3.409525 3.946714 -0.030 0.003 -0.141 0.10
H 3.229926 3.908438 2.264172 -0.095 -0.014 0.143 0.09
H 1.612535 4.105424 3.008908 0.142 -0.166 -0.088 0.10
H 2.494998 -0.877735 2.785951 -0.349 0.134 0.074 0.18
H 0.125672 -1.633524 2.852707 -0.046 0.010 0.168 0.11
H 0.615061 -0.939582 4.423510 -0.076 -0.113 -0.199 0.14
H -0.064829 1.385860 5.029299 -0.365 0.039 -0.295 0.12
H -1.849060 3.115594 4.863045 -0.034 -0.257 -0.364 0.11
H -3.482372 3.026082 2.962265 0.172 -0.188 0.009 0.11
H -3.393488 1.122530 1.329173 0.183 0.128 0.322 0.11
H -1.650261 -0.637263 1.580557 -0.107 0.330 0.186 0.11
H 0.853455 -1.552204 0.757521 0.158 0.694 -0.193 0.16
H 0.775437 0.977140 -1.035912 -0.475 -0.160 -0.101 0.07
H 0.530382 -2.025897 -1.634431 0.866 1.938 -0.647 0.06
H -0.536098 -2.615006 -3.902984 0.134 0.473 -0.097 0.11
H -0.823351 -1.945174 -6.255575 0.081 0.203 0.141 0.11
H -0.390114 0.427747 -6.950116 -0.088 -0.076 0.420 0.12
H 0.123757 2.136108 -5.190730 -0.159 0.008 -0.117 0.11
H 0.146153 1.513538 -2.809674 0.112 -0.138 -0.470 0.11
H -0.171314 2.023252 0.167390 0.024 0.168 0.292 0.10
H -0.130127 2.825563 1.734725 0.206 -0.037 -0.298 0.12
H 0.417138 4.102808 -0.748377 0.080 -0.037 0.276 0.11
H 1.000177 4.691990 0.806335 0.047 -0.091 -0.265 0.11
H 2.592288 3.623191 -1.387649 0.065 -0.059 0.302 0.11
H 3.169854 4.225329 0.161930 -0.134 -0.061 -0.216 0.10
H 3.799391 1.981812 0.604063 -0.350 0.025 -0.209 0.14
H 2.702168 1.395634 -0.668265 0.188 0.024 0.128 0.11
```
Forces are in eV/Å.

Values from the calculation:
- Total charge: +1
- Calculated total energy: -38642.6533 eV
- HOMO: -0.41717 hartree
- E_LUMO: -3.82 eV
- Multiplicity: 1
- Largest force on an atom: 3.462 eV Å⁻¹

---

Record 2
DFT (wB97M-V/def2-TZVPD) results for C28H24BrN4O2PPdS as an isolated structure.

```
62
Properties=species:S:1:pos:R:3:forces:R:3:lowdin_charge:R:1
Pd 1.773409 0.931211 0.069410 0.183 0.146 -0.300 0.59
O -0.598757 2.966083 -1.661817 -0.055 0.052 -0.127 0.25
C -1.178762 2.129454 -1.101571 0.176 -0.209 0.048 -0.33
O -0.430024 0.838197 -0.789025 -0.066 -0.303 0.749 -0.24
C -2.554969 1.956480 -0.635300 -0.058 0.116 -0.060 -0.14
C -3.493895 2.976506 -0.662898 -0.011 -0.028 0.003 0.05
C -4.776378 2.683170 -0.222862 -0.001 0.024 -0.007 -0.01
C -5.102595 1.405759 0.224643 -0.017 -0.023 0.001 -0.01
C -4.158053 0.386222 0.245589 0.000 -0.023 0.006 -0.01
C -2.877491 0.678511 -0.191830 0.007 -0.024 -0.071 -0.21
P -1.417644 -0.340394 -0.257032 -0.062 0.117 -0.296 1.05
C -1.402403 -1.571506 -1.536289 -0.097 0.072 0.001 -0.28
C -1.860279 -1.168599 -2.795368 -0.035 -0.021 -0.013 -0.05
C -1.813943 -2.052663 -3.857872 -0.004 0.015 -0.006 -0.03
C -1.312254 -3.335163 -3.670318 0.006 -0.004 0.010 -0.03
C -0.852888 -3.737600 -2.422732 -0.005 -0.002 -0.005 -0.05
C -0.896104 -2.859975 -1.351049 0.071 0.007 0.073 -0.08
C -1.108681 -1.068186 1.338259 -0.029 0.028 -0.081 -0.30
C -0.273758 -0.536055 2.317252 0.070 0.042 -0.038 -0.07
C -0.243955 -1.104377 3.580842 0.006 -0.019 0.014 -0.04
C -1.063427 -2.184061 3.879674 0.009 0.013 -0.013 -0.03
C -1.916187 -2.704486 2.913854 0.008 -0.001 -0.016 -0.04
C -1.943022 -2.154629 1.643675 -0.015 -0.005 -0.006 -0.09
H -3.222192 3.963068 -1.013910 0.002 0.000 -0.003 0.14
H -5.533638 3.455100 -0.228479 0.004 0.003 0.008 0.13
H -6.109461 1.203116 0.563800 0.001 -0.004 -0.001 0.13
H -4.426192 -0.599884 0.600954 0.001 -0.003 -0.003 0.12
H -2.257331 -0.171264 -2.948046 -0.012 -0.005 0.005 0.12
H -2.174068 -1.745803 -4.830046 0.001 0.000 0.000 0.13
H -1.285611 -4.027236 -4.501377 0.001 0.000 0.001 0.13
H -0.474500 -4.741089 -2.282043 -0.004 0.002 0.002 0.12
H -0.555170 -3.188330 -0.376291 -0.013 0.025 -0.011 0.10
H 0.358915 0.313879 2.104944 0.062 0.140 -0.054 0.07
H 0.412866 -0.692749 4.335123 -0.005 -0.001 0.002 0.12
H -1.043208 -2.618610 4.870072 -0.004 0.003 0.000 0.13
H -2.561459 -3.539920 3.148551 0.002 0.000 0.001 0.12
H -2.616245 -2.570989 0.902475 0.023 0.007 -0.006 0.12
C 4.216416 -3.750624 -0.621582 0.004 -0.001 -0.001 0.01
C 4.610740 -2.432586 -0.074522 0.004 0.016 -0.001 -0.30
N 5.770353 -2.108747 0.385408 0.007 0.001 -0.010 0.16
N 5.650011 -0.804906 0.778503 -0.020 -0.020 -0.002 0.06
C 4.438051 -0.300224 0.576170 -0.031 -0.016 -0.024 -0.68
S 3.859646 1.258485 0.925431 -0.113 -0.012 -0.016 0.79
N 3.755776 -1.338098 0.021183 0.002 0.029 0.026 -0.08
N 2.404797 -1.251866 -0.336626 -0.034 0.001 0.085 0.06
H 5.097997 -4.385088 -0.657932 -0.001 -0.001 0.004 0.10
H 3.814308 -3.656503 -1.631505 0.008 -0.002 -0.002 0.09
H 3.470574 -4.232170 0.013339 -0.006 0.003 -0.006 0.09
H 6.444055 -0.326234 1.176460 0.003 0.002 -0.006 0.18
H 2.298918 -1.489881 -1.320013 0.036 0.012 -0.015 0.13
H 1.877674 -1.918312 0.222092 -0.026 -0.034 -0.008 0.11
Br 0.524839 7.384167 0.614355 -0.006 0.015 0.001 0.80
C 0.956006 5.553643 0.518285 0.005 -0.013 -0.010 -0.69
C 0.458479 4.683571 1.475275 -0.006 -0.018 -0.010 -0.12
C 0.773864 3.330493 1.401291 0.011 0.028 -0.073 -0.12
C 1.560732 2.862460 0.357202 -0.015 0.031 0.182 -0.37
C 2.088724 3.743349 -0.575293 0.035 -0.038 0.018 -0.13
C 1.777633 5.094362 -0.500527 -0.010 -0.011 0.004 -0.11
H -0.156904 5.057260 2.282343 0.003 0.002 0.002 0.11
H 0.396050 2.676325 2.175260 -0.006 -0.115 0.052 0.09
H 2.726608 3.392244 -1.376331 0.015 0.004 0.005 0.11
H 2.174036 5.785702 -1.231238 0.002 -0.001 -0.001 0.11
```
Forces are in eV/Å.

Values from the calculation:
- Total charge: +2
- Calculated total energy: -133113.5428 eV
- HOMO: -0.48107 hartree
- E_LUMO: -6.04 eV
- Multiplicity: 1
- Largest force on an atom: 0.811 eV Å⁻¹

---

Record 3
DFT (wB97M-V/def2-TZVPD) results for a 2-piece molecular cluster, C3H4N2S2 overall at a distorted geometry.

```
11
Properties=species:S:1:pos:R:3:forces:R:3:lowdin_charge:R:1
C 1.400330 -0.868869 0.348472 0.728 -0.576 -0.009 -0.18
C 1.991166 0.359658 0.066029 -0.999 -2.779 0.246 -0.13
C -0.174099 0.480452 0.152936 -1.231 -1.615 0.540 -0.18
N 0.022301 -0.783778 0.445096 0.084 2.216 -0.731 0.04
N 0.912814 1.196647 -0.084042 1.086 4.072 -0.989 0.01
S -3.586790 -0.964258 -0.005416 0.144 -0.133 -0.241 0.15
S -3.399104 0.966005 0.383666 0.367 -0.675 -0.570 0.03
H 1.831483 -1.883547 0.423072 0.074 1.022 0.143 0.10
H 3.026145 0.519033 -0.093726 0.461 0.747 -0.199 0.09
H 0.980516 2.244776 -0.396433 -0.448 -3.051 1.027 0.21
H -3.004758 -1.266114 -1.239658 -0.267 0.772 0.783 -0.15
```
Forces are in eV/Å.

Values from the calculation:
- Calculated total energy: -27822.7270 eV
- HOMO (alpha / beta): -0.32185 / -0.33221 hartree
- E_LUMO (alpha / beta): -0.90 / -1.59 eV
- Multiplicity: 1
- Largest force on an atom: 4.329 eV Å⁻¹

---

Energy above the lowest of the compared OMol25 structures with the same formula, charge and spin? In order: 0.00, 3.13, 93.67 kcal per mole.